# 1
{"formula": "C42H59F3IN6O4PS2W", "method": "ωB97M-V with the def2-TZVPD basis set", "symbols": ["W", "C", "N", "C", "C", "N", "N", "C", "N", "N", "H", "H", "H", "H", "H", "H", "H", "H", "H", "H", "H", "O", "S", "C", "C", "C", "C", "S", "O", "C", "C", "C", "C", "C", "C", "C", "C", "C", "C", "C", "C", "H", "H", "H", "H", "H", "H", "H", "H", "H", "H", "H", "H", "H", "H", "H", "H", "H", "H", "I", "C", "C", "O", "O", "H", "H", "H", "C", "C", "C", "C", "P", "C", "C", "C", "C", "C", "C", "C", "C", "C", "C", "H", "H", "H", "H", "H", "H", "H", "H", "H", "H", "H", "H", "H", "H", "H", "H", "H", "H", "H", "H", "H", "H", "H", "F", "C", "F", "F", "C", "C", "C", "N", "C", "C", "H", "H", "H", "H"], "coordinates": [[-0.393671, 0.960976, -0.114628], [-4.742034, 2.371072, 1.677489], [-3.862026, 1.765179, 2.666392], [-3.981398, 2.355669, 3.990114], [-2.740370, 1.117183, 2.250418], [-2.387978, 0.972363, 0.968460], [-1.946488, 0.502555, 3.171226], [-0.849148, -0.271897, 2.855797], [-0.315936, -0.978351, 3.925256], [-0.157846, -0.103153, 1.701550], [-5.627797, 2.744135, 2.185711], [-5.067980, 1.629853, 0.946874], [-4.276117, 3.213247, 1.158456], [-5.038707, 2.463403, 4.228590], [-3.521210, 3.348873, 4.018839], [-3.532618, 1.744779, 4.769509], [-3.167397, 1.270067, 0.384339], [-2.227041, 0.498363, 4.141366], [-0.993911, -1.369664, 4.564792], [0.402081, -1.645043, 3.681054], [0.735917, -0.583534, 1.831803], [-1.211114, 0.050188, -2.174970], [-2.145164, 0.573505, -3.272701], [-3.363200, -0.792196, -3.637224], [-3.102123, -2.064240, -2.849411], [-3.898472, -2.092053, -1.544471], [-3.440406, -3.220279, -0.641802], [-1.960509, -2.686840, 0.350606], [-1.584482, -1.297580, -0.132669], [-2.842861, -2.476603, 1.921696], [-3.909479, -1.604353, 2.085630], [-4.573842, -1.576633, 3.301146], [-4.185899, -2.414933, 4.336687], [-3.125581, -3.292456, 4.160386], [-2.458581, -3.325619, 2.949579], [-1.216260, 0.379485, -4.800260], [-0.273409, -0.623376, -4.920455], [0.426726, -0.755040, -6.105993], [0.167950, 0.106666, -7.160250], [-0.797785, 1.095559, -7.039413], [-1.492434, 1.244715, -5.849939], [-3.309737, -0.959587, -4.710196], [-4.339443, -0.368679, -3.400215], [-2.035335, -2.134869, -2.616865], [-3.369667, -2.932513, -3.456379], [-4.962117, -2.205329, -1.759517], [-3.758596, -1.137672, -1.024839], [-3.116233, -4.089418, -1.213653], [-4.208045, -3.533768, 0.061220], [-4.238770, -0.977568, 1.271881], [-5.411946, -0.911284, 3.436942], [-4.721270, -2.408887, 5.274372], [-2.831447, -3.967404, 4.946909], [-1.656241, -4.024893, 2.777882], [-0.099579, -1.289229, -4.091601], [1.160049, -1.539758, -6.205640], [0.721921, 0.005461, -8.079338], [-1.012880, 1.745816, -7.872333], [-2.239304, 2.015964, -5.734783], [-2.070520, 3.080446, -1.218060], [0.623676, 3.088915, -3.526133], [1.374947, 2.365520, -2.438000], [2.579894, 2.361384, -2.404303], [0.655855, 1.697161, -1.520852], [1.348143, 3.441894, -4.257430], [0.085919, 3.946716, -3.129573], [-0.093208, 2.427809, -4.006492], [1.427534, -2.362976, -1.982313], [2.663354, -1.463318, -1.824205], [3.920762, -2.330220, -1.863396], [2.693246, -0.476521, -2.986763], [2.300651, -0.535148, -0.169828], [2.444120, -2.055424, 0.890285], [1.304636, -2.748953, 1.291636], [1.393415, -3.909495, 2.043585], [2.627653, -4.414922, 2.410215], [3.771313, -3.753425, 1.999200], [3.678857, -2.597512, 1.246271], [3.792183, 0.511532, 0.510857], [3.725825, 0.393239, 2.040675], [5.190612, 0.199536, -0.021785], [3.543976, 1.982532, 0.168000], [1.423242, -2.808989, -2.976985], [0.510145, -1.768730, -1.845098], [1.432059, -3.173739, -1.254420], [3.927661, -2.881340, -2.803434], [3.938597, -3.063574, -1.061625], [4.830150, -1.739033, -1.831628], [2.890198, -1.003043, -3.919199], [3.457008, 0.286787, -2.866228], [1.728806, 0.021403, -3.082840], [0.330190, -2.400417, 0.983008], [0.491686, -4.426747, 2.333507], [2.696950, -5.320857, 2.989255], [4.744223, -4.138982, 2.258629], [4.593392, -2.133432, 0.928192], [3.969329, -0.596427, 2.413740], [2.734153, 0.672627, 2.403069], [4.447648, 1.080334, 2.475727], [5.575948, -0.781150, 0.236128], [5.872759, 0.933650, 0.407872], [5.225226, 0.320843, -1.101840], [2.479843, 2.216251, 0.181563], [3.932558, 2.228254, -0.814747], [4.045875, 2.622955, 0.889975], [2.426052, 5.626748, 4.526526], [2.823508, 5.500512, 3.250811], [2.818811, 6.713478, 2.704352], [4.107535, 5.087188, 3.294289], [1.966484, 4.523719, 2.515379], [1.525568, 4.721293, 1.200369], [0.765882, 3.766928, 0.585636], [0.379933, 2.549967, 1.146901], [0.807076, 2.425605, 2.470966], [1.579123, 3.332645, 3.137669], [1.792759, 5.614593, 0.660309], [0.472226, 3.949570, -0.437287], [0.490523, 1.551994, 3.017618], [1.891266, 3.119969, 4.148819]], "forces_ev_per_a": [[-1.509, -0.106, -1.069], [-0.057, 0.160, -0.337], [0.565, -0.548, -0.053], [0.054, 0.071, 0.325], [-0.038, 0.352, -2.486], [-0.757, 0.511, 1.662], [0.851, -0.569, 0.642], [1.693, 0.931, -1.022], [-0.775, 0.595, -1.199], [-1.009, -0.662, 3.312], [0.018, -0.113, 0.027], [-0.018, 0.022, -0.046], [0.083, -0.116, -0.012], [0.094, -0.077, 0.041], [-0.003, -0.076, 0.003], [-0.023, -0.045, 0.047], [0.587, 0.230, -0.083], [-0.037, -0.038, -0.128], [-0.029, 0.030, 0.076], [0.206, -0.063, -0.081], [-0.325, 0.007, -0.411], [-0.230, -0.063, -0.277], [0.297, -0.770, -0.480], [0.103, 0.130, 0.157], [0.037, 0.068, 0.181], [0.175, 0.122, -0.133], [0.202, 0.108, 0.053], [-0.564, 0.717, 0.111], [-0.312, -1.308, -0.054], [0.192, -0.355, -0.304], [-0.104, -0.171, -0.006], [-0.035, 0.065, -0.078], [0.137, -0.078, 0.113], [-0.096, 0.033, 0.112], [0.059, 0.100, -0.278], [-0.111, 0.121, 0.178], [-0.050, -0.067, 0.112], [-0.055, -0.008, 0.033], [-0.002, 0.041, -0.021], [-0.006, -0.049, -0.017], [-0.043, -0.105, 0.137], [0.017, 0.111, 0.002], [-0.036, 0.005, -0.009], [-0.027, -0.038, -0.060], [0.024, 0.051, -0.008], [-0.024, -0.017, 0.025], [-0.087, -0.021, -0.068], [0.033, -0.014, -0.005], [0.075, -0.032, 0.079], [-0.003, 0.052, -0.110], [-0.131, 0.079, -0.004], [-0.067, 0.041, 0.060], [-0.008, -0.097, 0.167], [0.154, -0.133, 0.052], [0.106, -0.088, 0.138], [0.113, -0.057, -0.049], [0.034, -0.011, -0.140], [0.012, 0.107, -0.064], [-0.073, 0.144, -0.017], [-0.130, 0.228, 0.577], [0.111, -0.049, 0.093], [0.728, 0.509, -0.487], [-0.697, 0.072, -0.113], [0.132, 0.104, 0.472], [0.001, -0.097, 0.049], [-0.097, -0.020, 0.087], [-0.016, 0.071, 0.062], [-0.152, 0.236, 0.235], [-0.358, 0.229, -0.046], [-0.069, 0.133, 0.229], [-0.073, 0.148, 0.162], [0.929, -0.624, -0.119], [-0.249, 0.271, 0.045], [0.007, 0.103, -0.017], [-0.056, -0.100, 0.119], [-0.109, 0.001, 0.003], [0.045, 0.005, -0.014], [-0.033, -0.099, 0.120], [-0.425, 0.039, -0.082], [0.109, -0.197, -0.106], [-0.107, -0.157, 0.034], [-0.171, 0.061, -0.079], [0.028, 0.004, -0.105], [0.078, -0.235, -0.140], [-0.039, -0.063, -0.056], [-0.072, -0.005, -0.110], [0.049, -0.062, -0.064], [0.102, 0.030, 0.024], [0.011, -0.172, -0.063], [0.054, -0.006, -0.016], [0.058, -0.045, -0.067], [0.130, 0.012, -0.052], [-0.100, -0.129, -0.006], [0.018, -0.120, 0.099], [0.121, -0.068, 0.024], [0.050, 0.076, 0.005], [-0.058, 0.029, 0.058], [-0.031, -0.006, 0.094], [0.046, 0.204, 0.034], [0.056, -0.041, -0.034], [0.062, 0.072, 0.030], [0.038, -0.017, -0.071], [0.358, 0.003, -0.050], [-0.101, -0.008, 0.143], [0.137, 0.007, 0.214], [-0.199, -0.119, -0.096], [0.889, 0.570, 0.639], [-0.190, -0.046, -0.236], [-0.294, -0.166, -0.208], [-0.811, -0.905, -0.902], [0.632, 0.341, 1.452], [-0.891, -1.862, -0.155], [1.949, 2.086, 1.549], [-0.980, -0.297, -1.614], [0.369, 1.017, -0.106], [-0.034, 0.107, -0.086], [-0.129, -0.241, 0.073], [0.169, 0.101, -0.264], [-0.072, -0.024, 0.102]], "lowdin_charge": [1.43, -0.03, -0.13, -0.02, -0.39, -0.06, 0.18, -0.40, 0.21, -0.08, 0.10, 0.10, 0.07, 0.10, 0.11, 0.08, -0.04, 0.15, 0.11, 0.11, 0.02, -0.70, 0.91, -0.26, -0.23, -0.24, -0.26, 1.05, -0.64, -0.38, -0.09, -0.06, -0.05, -0.06, -0.09, -0.42, -0.08, -0.05, -0.05, -0.05, -0.09, 0.10, 0.09, 0.09, 0.13, 0.13, 0.09, 0.10, 0.10, 0.11, 0.12, 0.12, 0.12, 0.09, 0.09, 0.11, 0.12, 0.12, 0.12, 0.58, 0.01, -0.59, 0.07, -0.43, 0.10, 0.05, 0.05, -0.10, -0.63, -0.06, -0.08, 1.22, -0.36, -0.16, -0.07, -0.05, -0.04, -0.11, -0.62, -0.08, -0.07, -0.10, 0.10, 0.05, 0.08, 0.10, 0.07, 0.07, 0.09, 0.08, 0.05, 0.02, 0.09, 0.11, 0.12, 0.08, 0.07, 0.06, 0.10, 0.07, 0.10, 0.08, 0.03, 0.08, 0.09, 0.16, -0.59, 0.17, 0.16, -0.06, 0.05, -0.15, -0.09, -0.10, 0.02, 0.14, 0.04, 0.08, 0.14], "e_tot_ev": -110668.3933, "largest_force_ev_per_a": 3.525, "orbital_gap_ha": [0.2477, 0.2563], "total_charge": 2, "lumo_energy_ha": [-0.2071, -0.2030]}

***

# 2
{"formula": "C4H14N2OS", "method": "ωB97M-V with the def2-TZVPD basis set", "symbols": ["C", "N", "C", "C", "S", "C", "N", "H", "H", "H", "H", "H", "H", "H", "H", "H", "H", "H", "H", "H", "H", "O"], "coordinates": [[-0.547531, 0.328565, 0.643451], [0.219838, 1.409157, 0.038651], [0.436352, 1.243205, -1.402883], [1.636033, 0.371362, -1.708170], [1.213438, -1.379272, -2.254310], [-2.085547, 0.432413, 0.713762], [-2.590471, -0.597050, 1.599921], [-0.251553, 0.358968, 1.689236], [-0.353889, -0.606170, 0.115838], [-0.205410, 2.326791, 0.081323], [-0.428965, 0.912299, -1.994184], [0.645727, 2.220424, -1.801827], [2.244669, 0.240217, -0.819593], [2.203304, 0.716130, -2.563267], [2.126005, -1.955348, -1.469388], [-2.503477, 0.300484, -0.265586], [-2.366424, 1.382037, 1.110973], [-2.058898, -0.908375, 2.391364], [-3.053963, -1.333230, 1.097846], [1.139491, -1.664929, 1.515319], [2.664497, -1.712140, 1.400623], [1.916781, -2.085528, 1.880900]], "forces_ev_per_a": [[-0.659, 0.904, 0.420], [-0.145, 0.036, -1.628], [0.198, -0.119, -0.119], [-0.143, -1.409, -0.561], [-0.115, 0.513, 0.409], [1.198, -0.675, 0.606], [-1.117, -0.047, -0.622], [0.278, -0.782, 0.230], [0.503, -0.067, 0.333], [-0.361, -0.165, 0.866], [-0.170, -0.226, 0.295], [0.230, 0.569, -0.106], [0.193, 0.347, -0.081], [0.239, 0.480, 0.215], [0.002, -0.207, -0.010], [-0.435, 0.024, -0.474], [-0.183, 1.020, 0.058], [0.345, 0.065, -0.119], [0.150, -0.292, 0.301], [-0.239, 0.204, -0.177], [-0.142, 0.001, 0.078], [0.372, -0.173, 0.087]], "nbo_charge": [-0.25, -0.63, -0.25, -0.49, -0.10, -0.22, -0.86, 0.18, 0.20, 0.36, 0.17, 0.20, 0.23, 0.22, 0.12, 0.19, 0.17, 0.37, 0.37, 0.47, 0.47, -0.94], "relative_energy_kcal_mol": 22.6, "e_tot_ev": -20237.0488, "largest_force_ev_per_a": 1.635, "orbital_gap_ha": 0.3483, "total_charge": 0, "lumo_energy_ha": 0.0265}

***

- Which formula does entry 2 have?
  C4H14N2OS

***

- Number 1 is which compound?
  C42H59F3IN6O4PS2W